{
  "formula": "C9H16O9S",
  "method": "wB97M-V/def2-TZVPD",
  "relative_energy_kj_mol": 162.68,
  "total_charge": 0,
  "smiles": "CCOS(C)(=O)=O.O=C1OCCO1.O=C1OCCO1",
  "total_energy_ev": -38849.0857,
  "e_homo_ev": -10.78,
  "multiplicity": 1,
  "orbital_gap_ev": 10.72,
  "species": ["C", "C", "O", "S", "C", "O", "O", "H", "H", "H", "H", "H", "H", "H", "H", "O", "C", "O", "C", "C", "O", "H", "H", "H", "H", "O", "C", "O", "C", "C", "O", "H", "H", "H", "H"],
  "coordinates": [[-2.5992, -3.0262, 0.9137], [-2.7312, -2.3762, -0.3603], [-2.2812, -0.9982, -0.3123], [-2.6952, -0.1792, -1.6813], [-2.3592, 1.5248, -1.3793], [-1.6972, -0.5822, -2.6053], [-4.0652, -0.4932, -1.8273], [-1.5082, -3.0822, 1.1677], [-2.9812, -3.8822, 0.9817], [-2.8952, -2.3602, 1.7167], [-2.4522, -3.0062, -1.2713], [-3.7512, -2.3952, -0.4613], [-2.7952, 1.6468, -0.5113], [-2.8162, 2.2888, -2.0743], [-1.3712, 1.5498, -1.0603], [3.3118, -2.0132, -2.6063], [2.9958, -2.0762, -1.4273], [1.7858, -2.3942, -0.9903], [1.5028, -2.0622, 0.3137], [2.9588, -1.6862, 0.8837], [3.7068, -1.5912, -0.3833], [0.8228, -1.2132, 0.4487], [1.2048, -2.8592, 0.7517], [3.2858, -2.3152, 1.8727], [2.8678, -0.8812, 1.2657], [2.1968, 1.7228, 2.8907], [1.7728, 2.4628, 1.9377], [1.7148, 3.8288, 2.1597], [1.3478, 4.4378, 0.9087], [1.2608, 3.2408, -0.0673], [1.5468, 2.0828, 0.7717], [0.2098, 4.8858, 0.7777], [2.1728, 5.1258, 0.5887], [2.0528, 3.3768, -0.8513], [0.2818, 3.2978, -0.4803]],
  "forces_ev_per_a": [[6.647, 6.648, 2.202], [-0.188, -0.401, -2.502], [0.303, 0.792, -0.328], [1.445, -1.884, 0.312], [-0.685, -0.463, -2.622], [0.103, -0.136, -1.201], [-1.260, 0.677, -0.762], [-0.538, -0.553, -0.165], [-3.316, -6.939, 0.376], [-0.810, 0.040, 0.073], [0.786, 1.221, 1.133], [-2.818, 0.790, -0.807], [-2.901, 1.120, 4.614], [0.997, -1.373, 0.293], [2.248, 0.448, -0.591], [-0.207, -0.705, 2.811], [0.186, 1.883, -1.685], [-1.316, -0.939, -2.143], [4.055, 4.893, -0.503], [-0.556, -10.451, -3.682], [0.792, -0.585, 1.612], [0.029, -0.196, -0.464], [-2.535, -5.174, 3.047], [0.041, 0.452, -3.199], [-0.521, 10.916, 4.242], [-2.173, 2.632, -4.020], [3.781, -1.048, 8.902], [-1.059, -0.545, -1.354], [-1.579, 0.470, -1.058], [2.089, 1.134, -0.146], [-1.554, -0.200, -4.473], [3.122, -0.362, 1.426], [-1.141, -0.232, 0.540], [-0.845, -0.795, 0.606], [-0.621, -1.133, -0.483]],
  "mulliken_charge": [-1.4203, -0.2042, -0.2254, 1.1350, -0.8792, -0.5874, -0.6418, 0.1242, 0.5747, 0.3198, 0.3380, 0.4591, 0.4762, 0.3715, 0.1748, -0.5549, 0.6821, -0.3672, -0.1680, -0.0747, -0.3273, 0.1055, 0.3813, 0.2058, 0.1050, -0.6133, 0.6423, -0.3183, -0.3227, -0.2029, -0.1831, 0.2408, 0.2878, 0.2758, 0.1910]
}